148
Properties=species:S:1:pos:R:3:forces:R:3:mulliken_charge:R:1 method="wB97M-V/def2-TZVPD" e_above_lowest_kj_mol=56.5 orbital_gap_ev=9.45 homo_ev=-8.99 molar_mass_g_mol=887.062 total_energy_ha=-3188.20780 lumo_ev=0.457 max_force_ev_per_a=3.3
C -4.2534 -4.0859 -0.7956 -0.9 0.7 0.0 -0.72
O -2.9354 -4.2062 -0.3560 0.9 -0.2 1.2 -0.17
C -1.8971 -3.7127 -1.1914 -1.1 0.5 0.7 -1.79
C -1.7875 -2.2078 -1.1517 -0.8 1.6 -1.4 2.79
N -2.9343 -1.5416 -1.8808 0.0 -1.1 1.5 -0.12
C -3.1407 -0.1139 -1.7013 1.1 -0.1 -1.1 0.61
C -4.0448 0.4902 -2.7722 -0.2 -1.9 -0.9 -1.14
O -3.3702 0.3444 -4.0308 0.2 -0.6 0.3 -0.04
C -3.8800 1.1609 -5.0562 0.2 0.0 -0.5 -0.88
H -4.1779 -4.1736 -1.8885 -0.9 -0.3 0.1 0.36
H -4.7204 -3.0807 -0.5673 0.6 -0.9 -0.2 0.14
H -4.8905 -4.8580 -0.2732 0.8 0.5 -0.8 0.21
H -2.0936 -4.0562 -2.2018 0.3 -0.2 -0.5 0.60
H -0.9835 -4.1228 -0.7841 0.3 -0.3 -0.1 0.40
H -0.8273 -1.8458 -1.5462 0.0 -0.3 -0.3 -1.62
H -1.7409 -1.8179 -0.1602 -0.5 0.0 1.1 -0.20
H -2.8378 -1.7406 -2.8449 -0.1 -0.1 -0.9 0.10
H -2.1641 0.3760 -1.8028 0.0 0.5 0.1 -0.30
H -3.5207 0.0944 -0.7292 -0.4 0.1 0.9 0.08
H -4.1979 1.5336 -2.6187 -0.3 0.8 0.5 0.47
H -5.0146 -0.0930 -2.8570 0.8 0.8 0.4 0.39
H -3.4322 0.8548 -6.0126 -0.1 -0.2 0.3 0.29
H -3.4995 2.1871 -4.9152 -0.8 0.0 0.1 0.24
H -4.9829 1.0467 -5.1528 0.6 0.5 0.2 0.27
C -0.4893 0.3478 5.7577 -1.8 -0.2 -1.0 -0.92
O -0.5926 -0.6330 4.6997 -0.1 0.6 0.6 -0.51
C 0.0397 -1.8529 4.9908 -1.5 -1.6 1.0 -1.19
C -0.1952 -2.9100 3.9335 -0.4 0.4 -0.1 -0.27
N -1.6372 -3.1916 3.8297 0.4 -1.5 1.3 0.14
C -1.8143 -4.3594 2.9607 -1.3 0.2 0.0 -0.79
C -3.2853 -4.6393 2.7707 -0.8 -0.3 -1.1 -0.07
O -3.9310 -4.9208 4.0051 0.9 -0.5 0.0 -0.43
C -5.3346 -5.0573 3.9347 0.7 0.4 -1.1 -0.76
H -1.0167 1.2549 5.3928 0.3 -0.6 0.3 0.25
H 0.5023 0.5966 5.9755 1.8 0.3 0.1 0.28
H -0.9273 0.0138 6.7009 -0.3 -0.2 -0.2 0.31
H -0.3535 -2.2871 5.9326 0.1 0.5 0.0 0.43
H 1.0632 -1.7255 5.1029 2.2 0.4 0.3 0.57
H 0.4385 -3.8371 4.0004 -0.5 0.8 0.6 0.47
H 0.1386 -2.4402 3.0326 0.0 0.1 -1.1 -0.08
H -1.9548 -3.5601 4.7639 0.3 0.8 -0.9 0.21
H -1.3843 -5.2938 3.3530 0.5 0.3 -0.1 0.34
H -1.4350 -4.0994 1.9753 0.3 -0.3 -0.1 0.31
H -3.3546 -5.4219 1.9370 -0.3 0.4 1.4 0.40
H -3.8014 -3.7649 2.3804 0.1 0.4 -0.4 -0.09
H -5.8139 -4.1076 3.6633 0.0 -0.1 -0.2 0.26
H -5.6612 -5.3331 4.8965 -0.4 -0.3 1.2 0.31
H -5.5918 -5.8596 3.2418 -0.2 0.1 -0.2 0.31
O 3.8040 0.4648 -3.6278 0.4 0.3 0.3 -0.53
C 4.8223 -0.3884 -3.0383 -0.3 -0.2 -0.9 -0.48
C 4.3274 -1.8556 -3.1993 -0.9 1.9 -1.0 0.14
O 3.9413 -1.9865 -4.6063 0.0 0.0 1.0 -0.67
H 3.7250 0.2984 -4.5836 0.2 -0.4 0.6 0.29
H 5.7895 -0.3146 -3.5793 -0.5 0.3 0.2 0.42
H 4.9560 -0.0065 -1.9965 -0.1 -0.7 -0.7 0.21
H 3.4866 -1.9293 -2.5026 0.0 -0.7 -0.2 -0.15
H 5.1303 -2.5190 -3.0073 0.5 -0.9 0.5 0.44
H 3.0600 -2.4008 -4.7207 0.5 0.1 0.4 0.30
O -0.5375 4.0921 -3.7792 0.1 -0.6 -0.7 -0.78
C -0.3541 2.6725 -4.0291 1.8 0.6 0.3 1.78
C 0.4541 2.5273 -5.3510 -2.5 -0.2 0.6 -0.60
O -0.2580 3.1356 -6.3912 0.3 -1.9 -1.9 -0.62
H -1.3710 4.2156 -3.3115 -0.3 -0.1 0.1 0.42
H 0.2366 2.3026 -3.1474 -0.8 -0.3 -1.0 -0.46
H -1.2805 2.1240 -4.2001 -0.2 0.2 0.4 -0.66
H 0.4024 1.4959 -5.6953 0.7 -0.3 0.6 0.23
H 1.4346 2.9101 -5.3001 1.4 0.4 0.3 0.40
H -0.5783 3.9845 -6.2378 -0.5 2.3 1.1 0.31
O 1.2890 -3.2190 -4.6562 0.2 2.2 1.7 -0.59
C 0.3926 -2.5546 -3.7055 0.2 -2.3 0.6 0.80
C -0.7586 -1.7886 -4.2459 -0.3 0.8 -3.2 1.15
O -1.6843 -2.6776 -4.9328 1.3 -0.2 0.2 -0.64
H 0.8346 -3.8391 -5.1707 -1.3 -1.4 -1.1 0.31
H 0.0303 -3.3038 -2.9350 0.4 0.5 -1.0 -0.11
H 1.0427 -1.9156 -3.1737 0.7 1.0 0.5 -0.61
H -0.4063 -1.0855 -5.0846 -0.2 -0.7 1.3 0.09
H -1.2989 -1.1825 -3.5270 0.5 0.0 0.2 -0.61
H -2.5633 -2.5379 -4.6177 -0.9 0.3 0.2 0.36
O 3.4165 -0.6207 2.6480 -1.1 0.9 -0.7 -0.35
C 4.0009 0.5802 3.1512 -0.3 -0.9 -1.2 -0.28
C 3.1915 1.2558 4.1818 0.7 0.5 1.9 0.47
O 3.8201 2.5213 4.5285 -0.6 -0.9 0.0 -0.57
H 2.6401 -0.3377 2.0581 1.0 -0.8 1.2 0.15
H 4.9624 0.3747 3.5315 1.2 -0.6 0.6 0.36
H 4.1979 1.2462 2.3262 -0.1 0.7 -0.5 -0.05
H 3.1543 0.6429 5.1242 0.0 0.6 -0.8 0.14
H 2.2001 1.3902 3.8198 -1.1 0.3 -0.2 -0.23
H 3.9916 2.9653 3.6956 0.0 0.2 -0.1 0.34
O -0.5268 5.0365 4.3853 -1.7 0.7 -0.2 -0.59
C 0.3275 4.1047 3.8186 0.6 -0.1 -2.0 -0.26
C -0.2141 3.6130 2.4026 0.9 -0.5 0.9 0.05
O -0.4320 4.6547 1.4880 -1.3 0.3 0.4 -0.42
H -1.1537 5.3151 3.6810 0.6 -0.1 0.7 0.38
H 1.3222 4.6007 3.7358 -0.3 -0.5 -0.5 0.27
H 0.4966 3.2803 4.4960 -0.2 -0.5 0.2 0.13
H -1.1519 3.0631 2.4222 -0.3 0.2 0.8 0.24
H 0.4409 2.8683 1.9589 0.7 -0.1 0.1 -0.22
H 0.3849 4.9808 1.1562 1.4 0.4 -0.4 0.27
O -3.0877 6.7969 -1.3662 0.1 -0.7 -0.2 -0.58
C -1.9739 5.9206 -1.0041 -0.3 2.1 0.8 -0.16
C -2.4654 4.5136 -0.9029 1.0 -0.1 -0.4 0.04
O -2.8986 4.0842 -2.1884 0.2 -0.9 -0.2 -0.53
H -3.0059 7.6903 -1.0133 0.4 -0.4 0.0 0.32
H -1.2121 5.9565 -1.7800 0.1 0.1 -0.2 0.10
H -1.5241 6.3420 -0.0751 -0.3 -0.8 -0.4 0.30
H -3.2031 4.3507 -0.1537 -0.9 0.1 0.6 0.45
H -1.6107 3.8872 -0.6152 -0.2 0.1 -0.3 -0.18
H -3.6898 4.5330 -2.4827 -0.2 0.5 0.2 0.26
O 5.0199 3.6435 -0.8753 0.1 0.1 1.0 -0.65
C 3.7898 2.9497 -1.0764 0.8 -0.8 0.5 0.67
C 2.6721 3.9344 -1.0217 0.2 0.0 -0.1 -0.05
O 2.7324 4.6447 0.1906 -1.0 0.0 0.5 -0.51
H 5.4503 3.8794 -1.6823 0.1 0.1 -0.9 0.35
H 3.8070 2.3817 -1.9891 -0.1 -0.2 -0.6 0.03
H 3.7996 2.2130 -0.2497 -0.6 0.4 -0.2 -0.34
H 1.7143 3.4756 -1.1648 -0.6 -0.4 0.3 -0.05
H 2.7778 4.6297 -1.8362 0.1 0.4 -0.7 0.29
H 3.6561 4.8554 0.2953 0.6 0.3 0.2 0.34
O -3.7648 -0.9717 3.6574 -0.7 0.4 -1.1 -0.65
C -3.8345 -0.4906 2.3013 0.8 0.3 -0.4 -0.22
C -2.8746 0.7038 2.1975 1.3 -0.6 -0.3 -0.31
O -1.5250 0.1651 2.3396 -0.9 1.1 -2.0 0.67
H -3.1029 -1.6760 3.7258 0.3 -0.2 -0.3 0.25
H -3.5916 -1.2465 1.5196 0.3 0.1 0.7 -0.31
H -4.8189 -0.1587 1.9951 -0.6 0.0 0.7 0.57
H -3.0670 1.3623 3.0509 -0.1 0.1 -0.2 0.31
H -2.8289 1.3158 1.2489 -0.5 -0.9 0.8 0.07
H -1.3687 -0.0494 3.2379 0.2 -0.6 1.9 -0.15
O 5.3166 -3.2143 -0.1257 -0.2 -0.4 -0.1 -0.49
C 5.7221 -2.3097 0.8834 0.1 0.7 -0.9 0.39
C 5.9311 -3.0027 2.1813 0.5 -1.0 -0.5 -0.53
O 6.7855 -4.1381 1.9959 0.7 -0.1 0.2 -0.59
H 5.6133 -4.0984 0.1349 0.1 0.2 -0.1 0.31
H 6.6319 -1.7728 0.5403 -0.2 -0.3 0.3 0.16
H 4.9256 -1.5758 0.9883 0.0 0.1 0.1 -0.18
H 5.0140 -3.4171 2.5366 -0.8 -0.2 0.2 0.21
H 6.3109 -2.3608 2.9308 0.4 0.9 0.8 0.42
H 7.7205 -3.8704 2.0399 -0.6 -0.1 -0.1 0.33
O 1.2298 0.5251 -2.2042 0.6 -1.0 0.6 0.38
C 1.5387 -0.2344 -1.0031 -0.2 2.3 0.0 -0.97
C 0.6206 0.3170 0.1054 -1.0 -0.4 -0.7 1.22
O 0.9346 -0.2824 1.3519 1.3 0.0 -1.0 0.63
H 2.0336 0.4663 -2.7649 -0.3 0.1 0.1 -0.15
H 1.3617 -1.2741 -1.0988 -0.4 -1.2 -0.3 0.37
H 2.6008 -0.1295 -0.7876 0.2 0.2 0.4 0.27
H -0.4340 0.0204 -0.2028 1.1 0.5 0.4 -1.15
H 0.6306 1.4221 0.1793 0.3 -0.4 -0.2 -0.27
H 0.1225 -0.3101 1.8395 -1.1 0.1 0.7 -0.13